Entry 1:
{"formula": "C5H6InLiO4", "method": "wB97M-V/def2-TZVPD", "elements": ["O", "C", "O", "O", "C", "C", "Li", "H", "H", "H", "H", "In", "C", "C", "O", "H", "H"], "xyz": [[2.9825, 0.9900, 0.8300], [2.3374, 0.0509, 0.2452], [2.8726, -1.0148, -0.0664], [1.0479, 0.3079, 0.0208], [0.0897, -0.5507, 0.6126], [-1.0604, -0.7840, -0.3315], [4.5771, -0.2957, 0.6857], [0.5515, -1.5059, 0.8900], [-0.6735, -1.1106, -1.3053], [-1.6664, -1.6040, 0.0715], [-0.4551, -0.0264, 1.4526], [2.4151, 2.6744, 1.4913], [-1.9828, 0.4963, -0.5866], [-3.1620, 0.2026, -1.3245], [-4.0888, -0.0419, -1.9018], [-2.3307, 0.9290, 0.3677], [-1.4540, 1.2828, -1.1512]], "orbital_gap_ha": [0.3706, 0.2183], "spin_multiplicity": 2, "total_charge": 3, "homo_energy_ev": [-22.513, -22.483]}


Entry 2:
{"formula": "C26H47Cl3IrN3O4Si", "method": "wB97M-V/def2-TZVPD", "elements": ["C", "C", "H", "H", "H", "C", "C", "H", "H", "H", "H", "Ir", "Cl", "Cl", "H", "H", "C", "C", "N", "H", "C", "O", "H", "H", "H", "H", "H", "H", "C", "C", "N", "H", "C", "O", "H", "H", "H", "H", "O", "C", "C", "C", "H", "C", "H", "C", "H", "C", "C", "H", "H", "H", "Si", "Cl", "C", "C", "C", "H", "H", "H", "H", "H", "H", "H", "H", "H", "O", "C", "C", "C", "C", "C", "C", "N", "H", "H", "H", "H", "H", "H", "H", "H", "H", "H", "H"], "xyz": [[3.4034, -1.5675, -1.6190], [2.9926, -0.7711, -2.8064], [2.6076, -2.2437, -1.2816], [3.6585, -0.9074, -0.7869], [4.2717, -2.2000, -1.8228], [2.7260, -1.3033, -4.0174], [2.5284, -2.7457, -4.2878], [2.7350, -0.6362, -4.8758], [1.7867, -3.1515, -3.5709], [3.4660, -3.3113, -4.2142], [2.1257, -2.8897, -5.2974], [1.3888, 2.0107, -0.2481], [0.6678, 3.6203, 1.1081], [3.4333, 3.2159, -0.4964], [-3.0976, -0.2322, 2.7713], [-3.2500, 1.7809, 4.9528], [-2.2784, -0.4771, 3.4721], [-2.2928, 1.2844, 5.1849], [-1.6513, 0.7315, 3.9968], [-1.5406, -1.1126, 2.9592], [-1.0042, 1.5318, 3.0873], [-0.7293, 1.1435, 1.9510], [-1.6414, 2.0003, 5.6996], [-0.7215, 2.5315, 3.4670], [-2.7081, -1.0454, 4.3120], [-2.5329, 0.4528, 5.8627], [-2.3957, -4.3908, 1.4405], [-2.8052, -4.1000, -1.4571], [-3.4501, -4.1653, 1.2177], [-3.6830, -3.5135, -1.1756], [-3.6119, -3.1233, 0.2126], [-3.9196, -3.8495, 2.1572], [-3.7777, -1.8242, 0.5509], [-3.8543, -0.8873, -0.2500], [-3.7347, -2.6109, -1.7786], [-3.8499, -1.7082, 1.6442], [-3.9282, -5.0916, 0.8709], [-4.5668, -4.1471, -1.3521], [2.2357, 0.7517, -1.2651], [2.7612, 0.7319, -2.5668], [0.8984, 0.9039, -4.3942], [1.8774, 1.5003, -3.5886], [0.6307, -0.1571, -4.2744], [0.2957, 1.6292, -5.4357], [3.7618, 1.2234, -2.5191], [2.2372, 2.8291, -3.8156], [-0.5295, 1.2013, -6.0255], [0.7426, 2.9133, -5.7305], [1.7295, 3.5026, -4.9311], [2.9667, 3.2992, -3.1400], [0.2937, 3.5050, -6.5360], [2.0887, 4.5007, -5.1533], [-2.4728, 1.1922, -2.2741], [-1.9486, -0.4755, -3.2580], [-4.2166, 1.4371, -2.7563], [-1.2298, 2.6362, -2.5429], [-1.4439, 0.8389, -0.6452], [-4.4729, 2.3805, -2.2273], [-4.8841, 0.6218, -2.4528], [-4.3194, 1.5826, -3.8414], [-0.7024, 0.0358, -0.8960], [-2.1011, 0.5049, 0.2128], [-0.7772, 1.6924, -0.3273], [-0.8608, 2.8272, -3.5571], [-0.2792, 2.5042, -1.9496], [-1.6748, 3.5735, -2.1362], [1.8226, 0.2859, 0.9260], [2.1678, -0.0993, 2.0822], [3.1325, 0.5982, 2.9933], [2.3210, 1.1374, 4.1843], [2.0324, 0.1376, 5.2951], [1.2020, -1.0909, 4.9030], [1.7685, -1.9022, 3.7652], [1.5628, -1.2193, 2.4846], [3.9049, -0.1170, 3.3432], [3.5967, 1.4063, 2.3994], [2.8504, 2.0002, 4.6226], [1.3540, 1.5169, 3.8164], [2.9869, -0.1681, 5.7477], [1.4621, 0.6916, 6.0575], [1.1284, -1.7448, 5.7870], [0.1783, -0.7684, 4.6580], [2.8443, -2.0928, 3.9394], [1.2348, -2.8591, 3.7238], [1.0768, -1.6960, 1.7181]], "orbital_gap_ha": [0.2398, 0.2628], "spin_multiplicity": 5, "homo_energy_ev": [-6.482, -8.077]}


Entry 3:
{"formula": "C7H6O", "method": "wB97M-V/def2-TZVPD", "elements": ["C", "C", "C", "C", "C", "C", "C", "H", "H", "H", "H", "H", "H", "O"], "xyz": [[-2.0416, -0.0103, 2.4607], [-1.6336, 0.2276, 1.3032], [-0.8782, 0.2465, 0.1596], [-0.7511, -0.3662, -1.0749], [0.6982, 0.1176, -1.4670], [1.4472, -0.5010, -0.3525], [0.5955, 0.7754, 0.2693], [-2.4887, -0.4751, 3.3805], [-1.4032, -0.9723, -1.8316], [1.1396, -0.2034, -2.4837], [2.5023, -0.2134, -0.3795], [1.1306, -1.4292, -0.0408], [0.8105, 1.3677, 1.1039], [0.8726, 1.4360, -1.0471]], "orbital_gap_ha": 0.3373, "spin_multiplicity": 1, "homo_energy_ev": -8.859}


Entry 4:
{"formula": "H5NO", "method": "wB97M-V/def2-TZVPD", "elements": ["N", "H", "H", "H", "H", "H", "O"], "xyz": [[0.0381, 0.1529, 1.1895], [-0.1995, -0.6242, 0.6019], [-0.6957, 0.5458, 1.7552], [0.8858, 0.1781, 1.7293], [0.1302, 0.5288, -1.2181], [0.1305, -0.5314, -2.4270], [-0.2894, -0.2501, -1.6307]], "orbital_gap_ha": 0.3946, "spin_multiplicity": 1, "homo_energy_ev": -9.632, "smiles": "N.O"}


Entry 5:
{"formula": "C36H35O2P", "method": "wB97M-V/def2-TZVPD", "elements": ["C", "C", "P", "C", "C", "C", "C", "C", "C", "C", "C", "C", "O", "C", "C", "C", "C", "C", "C", "C", "O", "H", "H", "H", "H", "H", "H", "H", "H", "H", "H", "H", "H", "H", "H", "H", "H", "H", "C", "C", "C", "C", "C", "C", "H", "H", "H", "H", "H", "H", "C", "C", "C", "C", "C", "C", "H", "H", "H", "H", "H", "H", "C", "C", "C", "C", "C", "C", "H", "H", "H", "H", "H", "H"], "xyz": [[4.5253, -4.4192, 1.0374], [4.8853, -3.0067, 0.5530], [3.8435, -2.6351, -0.9171], [4.5282, -3.4503, -2.4209], [3.4319, -3.3854, -3.5085], [3.7901, -0.8249, -1.2152], [4.8467, -0.1140, -1.7931], [4.7550, 1.2517, -2.0325], [3.5824, 1.9326, -1.7259], [2.5174, 1.2603, -1.1506], [2.6300, -0.1131, -0.8705], [1.4534, -0.7209, -0.1863], [1.5255, -1.5405, 0.6918], [0.1222, -0.1951, -0.6114], [-0.9747, -1.0454, -0.6601], [-2.2053, -0.5090, -1.0231], [-2.3103, 0.8470, -1.3069], [-1.2118, 1.6923, -1.2632], [0.0233, 1.1611, -0.9100], [1.2551, 1.9754, -0.8251], [1.2412, 3.1333, -0.5022], [4.8825, -5.1543, 0.3185], [4.8996, -4.6142, 2.0361], [3.4401, -4.4942, 1.0251], [5.9572, -2.8916, 0.3951], [4.5707, -2.3027, 1.3216], [4.6611, -4.4935, -2.1491], [5.4497, -3.0189, -2.8107], [3.8558, -3.4158, -4.5069], [2.7182, -4.1918, -3.3760], [2.8593, -2.4672, -3.3772], [5.7505, -0.6381, -2.0692], [5.5801, 1.7981, -2.4623], [3.5307, 2.9925, -1.9326], [-0.8436, -2.0869, -0.4154], [-3.0585, -1.1692, -1.0530], [-3.2781, 1.2556, -1.5623], [-1.2938, 2.7494, -1.4670], [0.1803, 8.3649, -1.1944], [0.6425, 7.1245, -0.7761], [0.9395, 6.1405, -1.7096], [0.7796, 6.4040, -3.0639], [0.3198, 7.6452, -3.4835], [0.0171, 8.6250, -2.5484], [-0.0534, 9.1300, -0.4649], [0.7711, 6.9222, 0.2795], [1.2931, 5.1716, -1.3804], [1.0137, 5.6393, -3.7943], [0.1970, 7.8490, -4.5398], [-0.3455, 9.5915, -2.8745], [-0.9231, -4.6555, 2.1538], [-0.5150, -3.3544, 2.4175], [-1.2932, -2.5365, 3.2250], [-2.4736, -3.0197, 3.7718], [-2.8808, -4.3210, 3.5102], [-2.1058, -5.1389, 2.6995], [-0.3192, -5.2928, 1.5199], [0.4035, -2.9745, 1.9926], [-0.9796, -1.5191, 3.4240], [-3.0789, -2.3795, 4.4015], [-3.8027, -4.6961, 3.9363], [-2.4249, -6.1523, 2.4907], [-6.0034, -0.3039, 1.4211], [-7.2783, 0.1853, 1.6703], [-7.7178, 0.3429, 2.9773], [-6.8795, 0.0181, 4.0348], [-5.6038, -0.4686, 3.7848], [-5.1661, -0.6332, 2.4781], [-5.6616, -0.4291, 0.4013], [-7.9300, 0.4437, 0.8454], [-8.7137, 0.7194, 3.1720], [-7.2207, 0.1447, 5.0543], [-4.9501, -0.7198, 4.6105], [-4.1725, -1.0179, 2.2831]], "orbital_gap_ha": 0.2639, "spin_multiplicity": 1, "homo_energy_ev": -7.890, "smiles": "CCP(CC)c1cccc2c1C(=O)c1ccccc1C2=O.c1ccccc1.c1ccccc1.c1ccccc1"}


Entry 6:
{"formula": "H4IN2P", "method": "wB97M-V/def2-TZVPD", "elements": ["N", "N", "P", "I", "H", "H", "H", "H"], "xyz": [[0.8156, 0.5230, 1.1656], [-0.0135, -0.2469, -1.4999], [0.0693, 0.8046, 2.4215], [-1.5150, -1.0758, 2.8614], [1.1105, 0.0238, 0.3531], [-0.7448, -0.7559, -2.0535], [0.6992, 0.2134, -2.2259], [-0.4212, 0.5138, -1.0223]], "orbital_gap_ha": 0.3167, "spin_multiplicity": 1, "homo_energy_ev": -9.095, "smiles": "[H]/N=P\\I.N"}


Entry 7:
{"formula": "C3H4N2O", "method": "wB97M-V/def2-TZVPD", "elements": ["C", "C", "C", "H", "H", "H", "H", "N", "N", "O"], "xyz": [[1.5444, -0.2892, -0.1599], [0.1786, 0.5639, -0.0635], [-2.3307, 0.1485, 0.0684], [1.9393, -0.0504, 1.3048], [2.1592, 0.4703, -1.2564], [1.4233, -1.8265, -0.3545], [-0.6449, -1.1834, 0.1196], [-0.9856, -0.1068, 0.4669], [-3.4583, 0.3847, -0.2257], [0.1747, 1.8889, 0.1003]], "orbital_gap_ha": 0.3648, "spin_multiplicity": 1, "homo_energy_ev": -10.716}


Entry 8:
{"formula": "C4H4FP", "method": "wB97M-V/def2-TZVPD", "elements": ["C", "C", "C", "C", "F", "P", "H", "H", "H", "H"], "xyz": [[-0.9003, 0.9319, -0.1241], [-0.4250, -0.2651, -1.4540], [0.7571, -0.4209, 0.9180], [-0.1943, 0.5866, 0.9936], [-0.4396, 1.1960, 2.1723], [1.0507, -0.8101, -0.7564], [-1.6861, 1.6366, -0.2748], [-0.6162, 0.0739, -2.4530], [1.3608, -0.7295, 1.7503], [1.0928, -2.1993, -0.7718]], "orbital_gap_ha": 0.2811, "spin_multiplicity": 1, "homo_energy_ev": -8.305, "smiles": "FC1=CC=[PH]=C1"}


Entry 9:
{"formula": "C4H8O", "method": "wB97M-V/def2-TZVPD", "elements": ["C", "C", "C", "C", "O", "H", "H", "H", "H", "H", "H", "H", "H"], "xyz": [[-1.7283, -0.5074, 0.0032], [-0.5661, 0.0177, -0.8013], [1.4629, 0.8963, 0.7046], [1.7472, -0.3016, 0.2030], [0.7266, -1.0066, -0.3815], [-1.6223, -0.2216, 1.0566], [-1.6942, -1.5883, -0.0790], [-2.7094, -0.1377, -0.3269], [-0.4641, -0.2720, -1.8321], [-0.5716, 1.1566, -0.7662], [2.2154, 1.6277, 0.9232], [0.4350, 1.0575, 1.0376], [2.7689, -0.7206, 0.2588]], "orbital_gap_ha": 0.3466, "spin_multiplicity": 1, "homo_energy_ev": -8.378, "smiles": "C=COCC"}


Entry 10:
{"formula": "C3H8NO", "method": "wB97M-V/def2-TZVPD", "elements": ["C", "C", "C", "N", "O", "H", "H", "H", "H", "H", "H", "H", "H"], "xyz": [[-1.4451, 1.4315, 0.0803], [0.6710, -1.0322, -1.1999], [0.4763, -0.9462, 0.2391], [1.3438, -0.4283, 1.0427], [-2.2961, 2.2324, 0.6084], [-1.3794, 1.7057, -0.9943], [0.8212, -2.0828, -1.4704], [1.5204, -0.4526, -1.5516], [-0.2377, -0.7301, -1.7214], [-0.4198, -1.3828, 0.6681], [-2.4444, 2.0904, 1.5653], [2.2021, -0.0124, 0.6909], [1.1877, -0.3926, 2.0428]], "orbital_gap_ha": 0.3044, "spin_multiplicity": 1, "total_charge": 1, "homo_energy_ev": -12.735}


Entry 11:
{"formula": "C25H34N8OPdS2SeSi2Te", "method": "wB97M-V/def2-TZVPD", "elements": ["Pd", "C", "S", "C", "S", "N", "N", "C", "C", "C", "C", "C", "C", "N", "H", "H", "H", "H", "H", "H", "H", "H", "O", "N", "C", "C", "N", "C", "N", "C", "Si", "C", "C", "C", "Te", "C", "Si", "C", "C", "C", "H", "H", "H", "H", "H", "H", "H", "H", "H", "H", "H", "H", "H", "H", "H", "H", "H", "H", "H", "H", "H", "H", "Se", "N", "C", "C", "C", "C", "C", "C", "N", "H", "H", "H", "H"], "xyz": [[0.4166, -0.8764, -0.2934], [-3.5906, 2.6152, -1.1379], [-3.7918, 1.2753, 0.0525], [-2.4035, 0.2776, -0.2142], [-0.9860, 0.8669, -1.1626], [-2.4733, -0.9293, 0.2236], [-1.3132, -1.6654, 0.1098], [-1.3426, -2.9120, 0.4040], [-0.0706, -3.6210, 0.3406], [0.0509, -4.9681, 0.6055], [1.3166, -5.5467, 0.5454], [2.4002, -4.7556, 0.2288], [2.2079, -3.3992, -0.0228], [1.0041, -2.8463, 0.0245], [-4.4946, 3.2115, -1.0219], [-3.5505, 2.2352, -2.1554], [-2.7300, 3.2395, -0.9187], [-2.2724, -3.3854, 0.6994], [-0.8238, -5.5539, 0.8525], [1.4436, -6.6014, 0.7477], [3.3989, -5.1650, 0.1756], [3.0300, -2.7396, -0.2652], [2.1669, 0.1246, -0.5947], [3.2897, -0.4120, -0.1777], [4.1594, 0.4348, 0.2771], [3.7571, 1.8064, 0.4310], [3.2473, 2.8356, 0.4914], [5.4258, -0.0324, 0.7481], [6.4284, -0.4152, 1.1544], [2.6153, 5.6196, -1.6244], [2.6358, 4.0483, -2.6213], [4.2582, 3.1304, -2.5216], [2.1659, 4.3570, -4.3953], [1.1832, 2.8883, -2.0560], [0.6857, 2.4988, -0.0610], [-0.2163, 4.3422, 0.3889], [0.2235, 5.0580, 2.1377], [-1.1573, 6.2431, 2.5076], [1.8753, 5.9048, 2.0657], [0.2523, 3.6043, 3.3074], [3.5139, 6.1962, -1.8573], [2.6223, 5.4455, -0.5481], [1.7583, 6.2482, -1.8780], [4.8650, 3.4020, -3.3882], [4.1252, 2.0462, -2.5547], [4.8317, 3.3873, -1.6317], [2.8866, 5.0405, -4.8504], [1.1789, 4.8140, -4.4888], [2.1749, 3.4376, -4.9841], [1.3417, 1.9044, -2.5062], [0.2582, 3.3117, -2.4574], [-1.2920, 4.1403, 0.3852], [0.0047, 5.0314, -0.4277], [-1.1948, 7.0535, 1.7771], [-1.0067, 6.6974, 3.4893], [-2.1307, 5.7489, 2.5205], [1.8547, 6.7660, 1.3950], [2.6838, 5.2416, 1.7533], [2.1265, 6.2774, 3.0617], [-0.7181, 3.1047, 3.3587], [0.4918, 3.9475, 4.3164], [1.0134, 2.8625, 3.0436], [-1.6929, 0.2462, 3.1633], [-0.1079, -0.1275, 2.4079], [0.8000, 0.0098, 3.3563], [2.2016, -0.2330, 3.1891], [3.0285, -0.0237, 4.2398], [2.5402, 0.4292, 5.5170], [1.2243, 0.6454, 5.7335], [0.3063, 0.4364, 4.6515], [-0.9937, 0.6188, 4.7407], [2.5668, -0.6141, 2.2450], [4.0892, -0.2151, 4.1341], [3.2518, 0.5785, 6.3175], [0.8392, 0.9661, 6.6914]], "orbital_gap_ha": 0.2325, "spin_multiplicity": 1, "total_charge": 2, "homo_energy_ev": -13.806}


Total energy for the records above, in order: -18818.9649, -88666.7001, -9397.7131, -3618.6403, -51283.3585, -20434.3208, -8196.0351, -16214.8998, -6322.4106, -6768.5534, -153973.2581 eV
Energy relative to the best compared isomer or geometry (same formula, charge and spin) for the records above, in order: 0.000, 2.706, 4.507, 0.280, 0.000, 1.281, 7.850, 3.604, 2.757, 2.616, 0.000 eV